w:
Entry from the Open Molecules 2025 dataset: a 3-piece molecular cluster, C3H14N2O2S overall (ωB97M-V with the def2-TZVPD basis set).

- E_LUMO (spin up / spin down) (hartree) = 0.09981 / 0.09710
- ⟨S²⟩ = 0.75
- HOMO level (spin up / spin down) (eV) = 0.72 / -5.79

The geometry in ORCA input format:
```
! wB97M-V def2-TZVPD RIJCOSX def2/J DEFGRID3
* xyz -1 2
C 1.47 -1.27 0.22
C 0.77 -0.97 1.57
S 1.27 -1.91 3.02
N 0.65 -1.53 -0.98
C 0.47 -0.36 -1.82
N -0.92 0.25 -1.80
H 2.19 -0.53 -0.04
H 1.91 -2.28 0.42
H -0.31 -1.05 1.40
H 0.80 0.12 1.84
H 0.44 -2.99 3.04
H -0.19 -2.00 -0.68
H 1.12 0.46 -1.57
H 0.62 -0.78 -2.81
H -1.50 -0.19 -2.51
H -1.08 0.35 -0.81
H -3.53 2.98 0.30
H -3.45 2.58 -1.13
O -2.89 2.98 -0.43
H -0.90 2.53 -2.41
H -1.36 3.72 -1.52
O -0.89 3.51 -2.35
*
```

***

x:
Entry from the Open Molecules 2025 dataset: a 3-piece molecular cluster, C3H14N2O2S overall (ωB97M-V with the def2-TZVPD basis set).

- E_LUMO (spin up / spin down) (hartree) = 0.11323 / 0.11099
- ⟨S²⟩ = 0.75
- HOMO level (spin up / spin down) (eV) = 0.83 / -5.95

The geometry in ORCA input format:
```
! wB97M-V def2-TZVPD RIJCOSX def2/J DEFGRID3
* xyz -1 2
N -0.69 0.85 2.61
C 0.08 0.56 1.41
C 0.57 -0.87 1.32
S -0.73 -2.16 1.60
C 1.35 1.54 1.29
N 1.44 2.21 0.00
H -1.49 1.47 2.59
H -0.12 1.35 3.29
H -0.58 0.88 0.56
H 1.23 -0.99 2.17
H 0.94 -1.08 0.32
H -1.49 -1.35 2.36
H 1.47 2.29 2.07
H 2.29 0.98 1.50
H 0.73 2.93 -0.04
H 1.31 1.62 -0.81
H -2.90 1.36 -4.14
H -1.55 0.44 -3.82
O -2.46 0.68 -3.63
H 1.73 -1.25 -5.21
H 1.70 -1.31 -3.68
O 1.39 -0.77 -4.43
*
```

***

Short version: x is the most stable of them.

***

w:
Entry from the Open Molecules 2025 dataset: a 2-piece molecular cluster, C5H11NO2 overall (ωB97M-V with the def2-TZVPD basis set).

- E_LUMO (hartree) = -0.06421
- HOMO level (eV) = -8.62

The geometry in ORCA input format:
```
! wB97M-V def2-TZVPD RIJCOSX def2/J DEFGRID3
* xyz 0 1
C -1.27 -1.94 0.22
N -1.05 -0.76 0.95
C -0.15 0.16 0.16
C 1.20 0.16 0.62
C 1.52 -1.15 -0.03
O 1.60 1.51 0.18
C -0.77 1.01 -0.74
O -2.03 1.26 -0.67
H -2.15 -2.59 0.70
H -1.61 -1.56 -0.81
H -0.32 -2.43 0.09
H -1.77 -0.08 0.90
H 4.18 0.51 -2.13
H 1.13 0.26 1.74
H 1.44 -1.37 -1.09
H 1.79 -1.94 0.63
H 3.82 -0.15 -2.11
H 1.32 1.33 -0.70
H -0.16 1.76 -1.37
*
```

***

x:
Entry from the Open Molecules 2025 dataset: one molecule with the formula C5H11NO2 (ωB97M-V with the def2-TZVPD basis set).

- E_LUMO (hartree) = 0.02173
- SMILES = CCC[C@@H](N)C(=O)O
- HOMO level (eV) = -9.40

The geometry in ORCA input format:
```
! wB97M-V def2-TZVPD RIJCOSX def2/J DEFGRID3
* xyz 0 1
O 0.38 2.55 -1.92
C 0.65 1.56 -1.23
O 1.89 1.17 -0.94
C -0.33 0.52 -0.66
C -0.14 0.45 1.02
C -0.43 -1.08 1.26
C 0.55 -2.02 0.58
N -1.77 0.69 -0.87
H 2.71 1.82 -1.13
H 0.01 -0.46 -1.04
H 0.87 0.89 1.36
H -0.86 1.00 1.63
H -0.15 -1.16 2.42
H -1.48 -1.26 1.15
H 1.47 -1.52 0.20
H -0.18 -2.29 -0.30
H 0.95 -2.86 1.06
H -2.04 0.42 -1.86
H -2.11 1.58 -0.74
*
```

***

Short version: x is the most stable of them.